Entry 1:
The ion C4H11N2O2 with charge +1 in a non-equilibrium geometry. Source: OMol25; level of theory: ωB97M-V with the def2-TZVPD basis set.

Output
E_LUMO = -3.15 eV
HOMO-LUMO gap = 0.3997 Ha
energy above the lowest of the compared OMol25 structures with the same formula, charge and spin = 106.1 kJ/mol
E = -11395.02376 eV
structure (SMILES) = CNC(=O)[C@@H]([NH3+])CO
M = 119.1 u
net charge = +1
E_HOMO = -0.51530 Ha

Structure (XYZ):
```
19
C4H11N2O2 ωB97M-V with the def2-TZVPD basis set
C -0.086 2.516 -0.294
N -1.155 1.492 -0.552
C -1.198 0.239 -0.103
O -2.231 -0.419 -0.008
C 0.016 -0.506 0.431
N -0.429 -1.767 1.093
C 1.007 -0.888 -0.731
O 2.120 -1.345 0.027
H 0.092 2.509 0.785
H -0.491 3.464 -0.634
H 0.821 2.263 -0.830
H -2.074 1.896 -0.676
H 0.576 0.017 1.214
H -1.261 -1.621 1.672
H 0.393 -2.240 1.478
H -0.773 -2.444 0.403
H 0.560 -1.710 -1.289
H 1.207 -0.087 -1.456
H 2.907 -1.368 -0.530
```


Entry 2:
A cluster of 2 separate species, C3H4S2 in total in a non-equilibrium geometry. Source: OMol25; level of theory: ωB97M-V with the def2-TZVPD basis set.

Output
E_LUMO = -0.64 eV
HOMO-LUMO gap = 0.2919 Ha
energy above the lowest of the compared OMol25 structures with the same formula, charge and spin = 211.1 kJ/mol
E = -24843.45381 eV
structure (SMILES) = C=C=S.C=S
M = 104.2 u
net charge = 0
E_HOMO = -0.31556 Ha

Structure (XYZ):
```
9
C3H4S2 ωB97M-V with the def2-TZVPD basis set
C -1.636 -0.195 1.472
C -0.964 0.879 1.090
S -0.088 2.140 0.843
H -1.657 -1.097 0.913
H -2.291 -0.065 2.330
C 1.709 -0.388 -1.646
S 0.246 -1.062 -1.577
H 1.999 0.630 -2.065
H 2.683 -0.843 -1.360
```


Entry 3:
An isolated molecule of C19H23NO3. Source: OMol25; level of theory: ωB97M-V with the def2-TZVPD basis set.

Output
E_LUMO = 0.65 eV
HOMO-LUMO gap = 0.3247 Ha
energy above the lowest of the compared OMol25 structures with the same formula, charge and spin = 114.3 kJ/mol
E = -27708.86272 eV
structure (SMILES) = COc1ccc(CC(=O)NCCCc2ccccc2)cc1OC
M = 313.4 u
net charge = 0
E_HOMO = -0.30081 Ha

Structure (XYZ):
```
46
C19H23NO3 ωB97M-V with the def2-TZVPD basis set
C -3.929 -1.318 -1.849
O -3.400 -1.279 -0.549
C -2.709 -0.162 -0.151
C -2.555 0.964 -0.949
C -1.862 2.079 -0.507
C -1.315 2.104 0.766
C -0.451 3.239 1.239
C 0.989 2.740 1.101
O 1.661 2.376 2.039
N 1.408 2.690 -0.182
C 2.613 2.007 -0.594
C 2.346 1.102 -1.795
C 1.314 0.004 -1.502
C 1.839 -1.010 -0.525
C 1.476 -0.965 0.815
C 1.977 -1.893 1.711
C 2.850 -2.877 1.279
C 3.220 -2.928 -0.055
C 2.717 -2.001 -0.949
C -1.469 0.983 1.569
C -2.142 -0.154 1.139
O -2.197 -1.159 2.057
C -2.376 -2.496 1.647
H -4.400 -2.296 -1.942
H -4.683 -0.539 -2.004
H -3.145 -1.223 -2.608
H -2.983 0.984 -1.939
H -1.769 2.933 -1.163
H -0.608 4.135 0.638
H -0.638 3.462 2.288
H 0.784 2.989 -0.913
H 3.388 2.739 -0.854
H 2.959 1.426 0.264
H 1.990 1.714 -2.628
H 3.289 0.641 -2.097
H 1.067 -0.495 -2.443
H 0.402 0.456 -1.107
H 0.798 -0.200 1.160
H 1.683 -1.844 2.749
H 3.241 -3.602 1.978
H 3.900 -3.694 -0.399
H 3.004 -2.048 -1.990
H -1.045 0.965 2.561
H -2.149 -3.097 2.528
H -1.686 -2.761 0.842
H -3.401 -2.691 1.326
```